A:
{"formula": "C7H16N", "method": "ωB97M-V with the def2-TZVPD basis set", "e_homo_ev": -13.65, "orbital_gap_ha": 0.38063, "spin_multiplicity": 1, "charge": 1, "symbols": ["C", "C", "C", "C", "C", "C", "C", "N", "H", "H", "H", "H", "H", "H", "H", "H", "H", "H", "H", "H", "H", "H", "H", "H"], "positions_angstrom": [[0.69, -1.27, 2.65], [0.06, -1.70, 1.61], [0.04, 0.48, -2.19], [1.85, 0.91, -0.53], [-1.84, -0.76, -0.31], [0.68, -0.07, -0.94], [-0.44, -0.23, 0.10], [-0.71, 1.00, 0.98], [0.83, -1.77, 3.53], [1.01, -0.24, 2.81], [-0.56, -2.50, 1.51], [0.64, 0.34, -3.12], [-0.84, -0.16, -2.43], [-0.15, 1.49, -2.15], [2.47, 0.73, 0.39], [2.52, 1.05, -1.52], [1.56, 1.88, -0.31], [-2.39, -0.98, 0.56], [-1.47, -1.63, -0.86], [-2.20, 0.02, -0.90], [1.21, -0.97, -1.25], [-1.76, 1.09, 1.11], [-0.20, 1.86, 0.59], [-0.32, 0.73, 1.90]]}



B:
{"formula": "C7H16N", "method": "ωB97M-V with the def2-TZVPD basis set", "e_homo_ev": -12.49, "orbital_gap_ha": 0.20443, "spin_multiplicity": 1, "charge": 1, "symbols": ["C", "C", "C", "C", "C", "C", "C", "N", "H", "H", "H", "H", "H", "H", "H", "H", "H", "H", "H", "H", "H", "H", "H", "H"], "positions_angstrom": [[1.98, 1.21, -1.48], [2.08, -0.30, -1.69], [1.95, -1.15, -0.35], [0.96, -0.48, 0.59], [1.37, 0.23, 1.68], [-0.39, -0.40, 0.24], [-1.13, -1.38, -0.61], [-5.51, 1.65, 1.61], [2.46, 1.76, -2.28], [0.92, 1.49, -1.46], [2.42, 1.59, -0.55], [3.11, -0.49, -1.98], [1.55, -2.14, -0.56], [2.92, -1.20, 0.12], [0.68, 0.78, 2.31], [2.40, 0.14, 2.01], [-1.04, 0.23, 0.84], [-5.72, 2.42, 2.23], [-0.87, -1.26, -1.66], [-0.88, -2.37, -0.23], [-2.18, -1.10, -0.50], [1.33, -0.65, -2.38], [-4.94, 0.96, 2.08], [-4.87, 2.02, 0.92]]}



Of them, the most stable is B and the least stable is A.



A:
{"formula": "C27H36O27", "method": "ωB97M-V with the def2-TZVPD basis set", "e_homo_ev": -10.78, "smiles": "O=C1OCCO1.O=C1OCCO1.O=C1OCCO1.O=C1OCCO1.O=C1OCCO1.O=C1OCCO1.O=C1OCCO1.O=C1OCCO1.O=C1OCCO1", "orbital_gap_ha": 0.40543, "spin_multiplicity": 1, "symbols": ["O", "C", "O", "C", "C", "O", "H", "H", "H", "H", "O", "C", "O", "C", "C", "O", "H", "H", "H", "H", "O", "C", "O", "C", "C", "O", "H", "H", "H", "H", "O", "C", "O", "C", "C", "O", "H", "H", "H", "H", "O", "C", "O", "C", "C", "O", "H", "H", "H", "H", "O", "C", "O", "C", "C", "O", "H", "H", "H", "H", "O", "C", "O", "C", "C", "O", "H", "H", "H", "H", "O", "C", "O", "C", "C", "O", "H", "H", "H", "H", "O", "C", "O", "C", "C", "O", "H", "H", "H", "H"], "positions_angstrom": [[17.99, -8.04, -3.31], [18.95, -8.75, -3.40], [19.67, -8.83, -4.50], [20.83, -9.62, -4.22], [20.57, -10.25, -2.85], [19.27, -9.71, -2.51], [20.86, -10.43, -4.94], [21.79, -9.10, -4.24], [21.26, -9.92, -2.08], [20.41, -11.32, -2.97], [13.48, -2.27, -5.66], [13.93, -2.55, -4.59], [14.69, -3.61, -4.36], [15.36, -3.57, -3.12], [14.43, -2.62, -2.40], [13.84, -1.81, -3.46], [15.32, -4.59, -2.73], [16.43, -3.32, -3.15], [14.86, -1.88, -1.73], [13.62, -3.11, -1.85], [21.29, -7.86, -0.07], [20.23, -7.33, 0.07], [19.96, -6.12, -0.53], [18.54, -5.96, -0.51], [18.12, -6.83, 0.68], [19.16, -7.78, 0.72], [18.41, -4.89, -0.38], [18.08, -6.43, -1.39], [17.18, -7.35, 0.54], [18.05, -6.12, 1.52], [14.84, -9.71, 4.06], [15.70, -10.11, 3.35], [17.02, -10.13, 3.68], [17.78, -10.52, 2.53], [16.72, -10.93, 1.49], [15.51, -10.51, 2.05], [18.50, -9.91, 1.99], [18.27, -11.44, 2.85], [16.70, -12.02, 1.38], [16.92, -10.44, 0.54], [14.12, -12.57, -3.54], [13.04, -12.94, -3.22], [12.55, -14.20, -3.10], [11.16, -14.20, -2.70], [10.97, -12.74, -2.33], [12.09, -12.07, -2.80], [10.58, -14.41, -3.60], [10.75, -14.86, -1.93], [10.84, -12.59, -1.25], [10.06, -12.40, -2.84], [11.32, -8.29, 0.03], [10.84, -7.23, 0.30], [9.55, -6.88, 0.13], [9.36, -5.53, 0.51], [10.74, -5.05, 0.93], [11.57, -6.20, 0.74], [9.02, -4.96, -0.35], [8.64, -5.47, 1.32], [10.70, -4.64, 1.94], [11.02, -4.26, 0.24], [12.85, -5.76, -1.86], [13.24, -6.89, -1.86], [12.84, -7.93, -2.65], [13.45, -9.11, -2.21], [14.73, -8.57, -1.56], [14.32, -7.27, -1.13], [12.78, -9.49, -1.43], [13.71, -9.83, -2.98], [15.50, -8.54, -2.34], [15.22, -9.22, -0.83], [9.85, -13.97, 2.42], [10.72, -13.20, 2.18], [11.48, -13.10, 1.03], [12.40, -12.03, 1.11], [11.92, -11.22, 2.34], [11.03, -12.18, 2.96], [13.44, -12.38, 1.10], [12.32, -11.38, 0.25], [11.22, -10.41, 2.12], [12.63, -10.81, 3.05], [14.27, -9.95, -5.75], [13.78, -8.88, -5.82], [12.66, -8.50, -6.53], [12.40, -7.15, -6.29], [13.78, -6.59, -5.98], [14.39, -7.75, -5.36], [11.96, -6.68, -7.17], [11.73, -7.03, -5.44], [13.77, -5.77, -5.27], [14.33, -6.44, -6.90]]}



B:
{"formula": "C27H36O27", "method": "ωB97M-V with the def2-TZVPD basis set", "e_homo_ev": -10.69, "smiles": "O=C1OCCO1.O=C1OCCO1.O=C1OCCO1.O=C1OCCO1.O=C1OCCO1.O=C1OCCO1.O=C1OCCO1.O=C1OCCO1.O=C1OCCO1", "orbital_gap_ha": 0.40717, "spin_multiplicity": 1, "symbols": ["O", "C", "O", "C", "C", "O", "H", "H", "H", "H", "O", "C", "O", "C", "C", "O", "H", "H", "H", "H", "O", "C", "O", "C", "C", "O", "H", "H", "H", "H", "O", "C", "O", "C", "C", "O", "H", "H", "H", "H", "O", "C", "O", "C", "C", "O", "H", "H", "H", "H", "O", "C", "O", "C", "C", "O", "H", "H", "H", "H", "O", "C", "O", "C", "C", "O", "H", "H", "H", "H", "O", "C", "O", "C", "C", "O", "H", "H", "H", "H", "O", "C", "O", "C", "C", "O", "H", "H", "H", "H"], "positions_angstrom": [[-3.61, 0.19, -1.93], [-4.01, -0.59, -2.73], [-4.49, -1.79, -2.35], [-4.59, -2.66, -3.53], [-4.45, -1.70, -4.78], [-4.04, -0.49, -4.06], [-3.72, -3.25, -3.53], [-5.55, -3.15, -3.49], [-5.36, -1.49, -5.31], [-3.55, -1.87, -5.39], [4.76, -2.73, 1.85], [3.90, -2.53, 2.65], [2.82, -1.81, 2.33], [1.84, -1.70, 3.45], [2.57, -2.68, 4.51], [3.91, -2.95, 3.95], [1.79, -0.70, 3.81], [0.84, -2.08, 3.10], [2.11, -3.63, 4.68], [2.79, -2.27, 5.48], [4.04, 3.50, -1.05], [4.16, 2.40, -0.65], [3.91, 2.09, 0.65], [4.22, 0.74, 0.85], [5.15, 0.40, -0.32], [4.72, 1.40, -1.31], [4.68, 0.58, 1.88], [3.33, 0.09, 0.69], [5.05, -0.60, -0.77], [6.16, 0.62, -0.15], [0.55, -4.65, -0.11], [0.23, -3.49, -0.13], [-0.57, -2.95, 0.81], [-0.97, -1.59, 0.28], [0.12, -1.33, -0.86], [0.56, -2.69, -1.14], [-1.98, -1.69, -0.10], [-0.86, -0.82, 1.08], [0.99, -0.76, -0.57], [-0.29, -0.89, -1.73], [-0.69, -3.23, 6.06], [-0.97, -2.17, 5.55], [-2.17, -1.88, 5.02], [-2.17, -0.54, 4.56], [-0.72, -0.12, 4.68], [-0.15, -1.14, 5.52], [-2.54, -0.60, 3.55], [-2.85, 0.06, 5.19], [-0.65, 0.85, 5.14], [-0.21, -0.11, 3.66], [-2.02, 2.21, 2.44], [-2.58, 2.95, 1.63], [-2.55, 4.34, 1.70], [-3.55, 4.83, 0.65], [-4.10, 3.57, 0.01], [-3.41, 2.52, 0.71], [-4.27, 5.38, 1.23], [-3.11, 5.47, -0.14], [-3.79, 3.54, -1.08], [-5.15, 3.41, 0.18], [-1.70, 4.68, -2.25], [-0.67, 4.23, -2.61], [0.01, 4.77, -3.60], [0.94, 3.71, -3.99], [1.07, 2.90, -2.70], [-0.18, 3.15, -2.12], [0.40, 3.16, -4.73], [1.87, 4.17, -4.31], [1.90, 3.31, -2.08], [1.11, 1.86, -2.92], [0.92, 0.36, 1.73], [0.98, 1.54, 1.67], [1.04, 2.26, 0.58], [0.87, 3.63, 0.86], [1.02, 3.65, 2.45], [1.02, 2.28, 2.78], [1.66, 4.22, 0.37], [-0.13, 4.07, 0.70], [0.26, 4.17, 2.95], [1.98, 4.06, 2.73], [-1.02, -2.70, -4.62], [-0.28, -3.53, -4.18], [1.01, -3.50, -4.35], [1.59, -4.56, -3.61], [0.40, -5.58, -3.57], [-0.73, -4.68, -3.57], [2.48, -4.95, -4.18], [1.84, -4.11, -2.67], [0.43, -6.15, -2.61], [0.42, -6.27, -4.47]]}



Of them, the most stable is B and the least stable is A.



A:
{"formula": "C4H5FOS", "method": "ωB97M-V with the def2-TZVPD basis set", "e_homo_ev": -9.30, "smiles": "O=C1CC=CS1.F", "orbital_gap_ha": 0.35529, "spin_multiplicity": 1, "symbols": ["O", "C", "C", "C", "C", "S", "H", "H", "H", "H", "F", "H"], "positions_angstrom": [[1.76, 0.76, 0.63], [0.56, 0.77, 0.47], [-0.18, -0.50, -0.06], [-1.63, -0.08, -0.31], [-1.83, 1.25, -0.16], [-0.42, 2.15, 0.36], [0.00, -1.24, 0.85], [0.42, -1.01, -0.95], [-2.26, -0.85, -0.53], [-2.75, 1.67, -0.37], [3.38, -1.82, -0.16], [2.96, -1.10, 0.24]]}



B:
{"formula": "C4H5FOS", "method": "ωB97M-V with the def2-TZVPD basis set", "e_homo_ev": -8.68, "smiles": "CO/C=C(/F)C=S", "orbital_gap_ha": 0.27845, "spin_multiplicity": 1, "symbols": ["C", "O", "C", "C", "F", "C", "S", "H", "H", "H", "H", "H"], "positions_angstrom": [[0.30, -1.84, -0.97], [0.62, -0.64, -0.51], [-0.47, 0.08, -0.22], [-0.55, 1.26, 0.45], [-1.87, 1.40, 0.74], [0.59, 2.00, 0.90], [0.28, 3.37, 1.87], [0.12, -1.72, -2.07], [-0.49, -2.31, -0.38], [1.28, -2.61, -0.62], [-1.49, -0.35, -0.32], [1.68, 1.35, 1.15]]}



Of them, the most stable is A and the least stable is B.



A:
{"formula": "C47H46I2N5O3PRe", "method": "ωB97M-V with the def2-TZVPD basis set", "e_homo_ev": [-7.40, -6.90], "orbital_gap_ha": [0.24579, 0.23953], "spin_multiplicity": 2, "symbols": ["Re", "I", "C", "C", "C", "I", "C", "O", "C", "C", "N", "C", "C", "C", "C", "C", "C", "N", "C", "H", "H", "H", "H", "H", "H", "H", "H", "H", "H", "H", "O", "C", "O", "C", "C", "C", "C", "C", "C", "P", "C", "C", "C", "C", "C", "C", "C", "C", "C", "C", "C", "C", "H", "H", "H", "H", "H", "H", "H", "H", "H", "H", "H", "H", "H", "H", "C", "C", "C", "C", "C", "C", "C", "C", "C", "C", "C", "C", "N", "H", "H", "H", "H", "H", "H", "H", "H", "H", "H", "H", "H", "H", "H", "H", "H", "H", "N", "C", "C", "N", "C", "H", "H", "H", "H"], "positions_angstrom": [[-0.33, -0.53, 0.18], [-3.93, -6.14, 3.77], [-3.32, -4.28, 2.98], [-2.77, -3.33, 3.82], [-2.36, -2.13, 3.27], [-1.42, -0.68, 4.48], [-2.45, -1.84, 1.90], [-2.02, -0.71, 1.43], [-3.02, -2.84, 1.07], [-3.11, -2.59, -0.41], [-1.83, -2.22, -0.98], [-0.93, -3.35, -1.15], [-0.29, -3.68, 0.17], [-0.20, -4.98, 0.65], [0.33, -5.21, 1.91], [0.76, -4.12, 2.65], [0.66, -2.86, 2.11], [0.15, -2.63, 0.89], [-3.44, -4.04, 1.62], [-2.64, -3.52, 4.87], [-3.82, -1.78, -0.61], [-3.51, -3.50, -0.90], [-1.99, -1.75, -1.87], [-0.15, -3.04, -1.86], [-1.44, -4.24, -1.55], [-0.55, -5.80, 0.05], [0.38, -6.21, 2.31], [1.16, -4.24, 3.65], [0.97, -1.99, 2.67], [-3.86, -4.80, 0.98], [-3.82, -0.18, -2.29], [-3.13, 0.68, -1.75], [-1.86, 0.62, -1.60], [-3.68, 1.94, -1.16], [-4.90, 2.49, -1.51], [-5.26, 3.72, -0.99], [-4.39, 4.39, -0.14], [-3.18, 3.84, 0.22], [-2.81, 2.59, -0.29], [-1.16, 1.84, -0.01], [-0.13, 2.77, -1.19], [-0.71, 3.47, -2.24], [0.08, 4.20, -3.11], [1.46, 4.22, -2.95], [2.04, 3.51, -1.91], [1.25, 2.80, -1.03], [-0.89, 2.77, 1.57], [-0.04, 3.85, 1.78], [-0.07, 4.54, 2.98], [-0.95, 4.17, 3.98], [-1.81, 3.10, 3.78], [-1.78, 2.41, 2.58], [-5.54, 1.95, -2.19], [-6.20, 4.17, -1.26], [-4.66, 5.37, 0.24], [-2.51, 4.39, 0.87], [-1.78, 3.45, -2.38], [-0.39, 4.77, -3.91], [2.07, 4.78, -3.64], [3.11, 3.52, -1.78], [1.69, 2.25, -0.21], [0.64, 4.16, 1.00], [0.60, 5.39, 3.13], [-0.98, 4.72, 4.91], [-2.52, 2.82, 4.54], [-2.46, 1.59, 2.40], [3.81, -0.33, 3.13], [3.25, 0.83, 2.29], [1.79, 1.08, 2.65], [3.60, 0.52, 0.85], [4.90, 0.81, 0.49], [5.47, 0.38, -0.69], [4.73, -0.47, -1.50], [3.43, -0.79, -1.21], [2.72, -1.90, -1.95], [3.07, -3.22, -1.24], [3.10, -1.99, -3.43], [2.76, -0.19, -0.08], [1.46, -0.30, 0.02], [3.56, -0.20, 4.18], [4.90, -0.38, 3.03], [3.40, -1.27, 2.78], [3.81, 1.73, 2.57], [1.15, 0.28, 2.28], [1.44, 2.01, 2.22], [1.68, 1.14, 3.73], [5.51, 1.38, 1.18], [6.49, 0.62, -0.95], [5.20, -0.92, -2.36], [1.65, -1.73, -1.88], [4.14, -3.41, -1.30], [2.53, -4.05, -1.69], [2.78, -3.16, -0.19], [4.11, -2.36, -3.57], [3.01, -1.01, -3.90], [2.42, -2.67, -3.93], [0.14, 1.01, -4.24], [-0.88, 0.27, -4.76], [-0.95, -0.85, -3.99], [0.01, -0.81, -3.02], [0.65, 0.32, -3.20], [0.43, 1.93, -4.54], [-1.47, 0.59, -5.60], [-1.63, -1.67, -4.10], [1.47, 0.66, -2.61]]}



B:
{"formula": "C47H46I2N5O3PRe", "method": "ωB97M-V with the def2-TZVPD basis set", "e_homo_ev": [-6.66, -7.14], "orbital_gap_ha": [0.24192, 0.26674], "spin_multiplicity": 2, "symbols": ["Re", "I", "C", "C", "C", "I", "C", "O", "C", "C", "N", "C", "C", "C", "C", "C", "C", "N", "C", "H", "H", "H", "H", "H", "H", "H", "H", "H", "H", "H", "O", "C", "O", "C", "C", "C", "C", "C", "C", "P", "C", "C", "C", "C", "C", "C", "C", "C", "C", "C", "C", "C", "H", "H", "H", "H", "H", "H", "H", "H", "H", "H", "H", "H", "H", "H", "C", "C", "C", "C", "C", "C", "C", "C", "C", "C", "C", "C", "N", "H", "H", "H", "H", "H", "H", "H", "H", "H", "H", "H", "H", "H", "H", "H", "H", "H", "N", "C", "C", "N", "C", "H", "H", "H", "H"], "positions_angstrom": [[-0.16, 0.21, 0.43], [5.03, 4.02, 5.00], [3.77, 2.74, 3.95], [3.84, 1.37, 4.18], [3.01, 0.52, 3.46], [3.07, -1.52, 3.82], [2.11, 1.00, 2.49], [1.41, 0.16, 1.77], [2.03, 2.39, 2.33], [1.05, 2.93, 1.34], [-0.27, 2.29, 1.54], [-0.81, 2.76, 2.83], [-0.74, 1.86, 4.04], [-1.02, 2.41, 5.29], [-0.90, 1.61, 6.41], [-0.48, 0.30, 6.26], [-0.25, -0.17, 4.97], [-0.40, 0.59, 3.88], [2.86, 3.24, 3.04], [4.52, 0.96, 4.91], [1.36, 2.74, 0.31], [0.96, 4.01, 1.46], [-0.86, 2.68, 0.78], [-1.84, 3.11, 2.67], [-0.25, 3.66, 3.11], [-1.32, 3.45, 5.37], [-1.11, 2.01, 7.39], [-0.34, -0.35, 7.11], [0.08, -1.19, 4.80], [2.78, 4.31, 2.88], [-2.84, 3.84, -0.28], [-2.21, 3.16, -1.08], [-1.03, 2.68, -0.90], [-2.73, 2.74, -2.42], [-3.66, 3.51, -3.11], [-3.96, 3.19, -4.43], [-3.32, 2.12, -5.04], [-2.43, 1.33, -4.33], [-2.13, 1.63, -3.00], [-0.88, 0.64, -2.03], [-1.28, -1.02, -2.78], [-2.59, -1.36, -3.15], [-2.91, -2.62, -3.62], [-1.92, -3.59, -3.76], [-0.63, -3.29, -3.38], [-0.32, -2.03, -2.88], [0.62, 1.14, -2.99], [0.99, 0.53, -4.19], [2.10, 0.97, -4.89], [2.86, 2.03, -4.42], [2.48, 2.66, -3.25], [1.38, 2.23, -2.54], [-4.11, 4.35, -2.61], [-4.66, 3.79, -4.99], [-3.52, 1.88, -6.08], [-1.96, 0.49, -4.82], [-3.38, -0.62, -3.08], [-3.93, -2.84, -3.90], [-2.17, -4.57, -4.15], [0.15, -4.03, -3.45], [0.68, -1.84, -2.53], [0.41, -0.28, -4.59], [2.38, 0.47, -5.82], [3.73, 2.36, -4.97], [3.05, 3.50, -2.88], [1.08, 2.74, -1.64], [-1.22, -2.79, 2.44], [-0.77, -3.68, 1.28], [-1.65, -3.54, 0.04], [0.71, -3.54, 0.97], [1.51, -4.60, 1.37], [2.86, -4.63, 1.08], [3.41, -3.59, 0.36], [2.67, -2.48, -0.04], [3.49, -1.48, -0.87], [3.20, -1.62, -2.37], [3.49, -0.01, -0.47], [1.31, -2.45, 0.30], [0.51, -1.32, 0.05], [-2.31, -2.83, 2.55], [-0.94, -1.74, 2.29], [-0.77, -3.12, 3.38], [-0.90, -4.71, 1.62], [-1.63, -2.52, -0.35], [-2.68, -3.80, 0.27], [-1.30, -4.19, -0.76], [1.05, -5.42, 1.91], [3.47, -5.46, 1.41], [4.47, -3.62, 0.12], [4.51, -1.82, -0.73], [2.31, -1.05, -2.65], [3.06, -2.66, -2.67], [4.03, -1.20, -2.94], [2.50, 0.45, -0.55], [4.16, 0.53, -1.14], [3.84, 0.12, 0.55], [-4.25, 0.07, 1.79], [-4.38, -0.62, 0.61], [-3.17, -0.56, 0.02], [-2.29, 0.16, 0.82], [-2.99, 0.51, 1.88], [-4.97, 0.22, 2.48], [-5.30, -1.09, 0.31], [-2.86, -0.98, -0.91], [-2.64, 1.07, 2.72]]}



Of them, the most stable is A and the least stable is B.